No. 1
{
  "formula": "C45H52As3F12N2O2TeV",
  "method": "the ωB97M-V functional and the def2-TZVPD basis",
  "elements": ["V", "C", "C", "C", "C", "C", "N", "C", "C", "C", "C", "C", "C", "C", "C", "O", "C", "F", "F", "F", "C", "F", "F", "F", "C", "C", "C", "O", "C", "F", "F", "F", "C", "F", "F", "F", "H", "H", "H", "H", "H", "H", "H", "H", "H", "H", "H", "H", "C", "As", "C", "C", "C", "C", "C", "As", "C", "C", "C", "As", "C", "C", "H", "H", "H", "H", "H", "H", "H", "H", "H", "H", "H", "H", "H", "H", "H", "H", "H", "H", "H", "H", "H", "H", "H", "H", "H", "H", "H", "Te", "C", "C", "C", "C", "C", "C", "C", "C", "C", "C", "C", "C", "H", "H", "H", "H", "H", "H", "H", "H", "H", "H", "C", "C", "N", "H", "H", "H"],
  "coordinates": [[16.28674, 10.99378, 13.22557], [17.73874, 14.83333, 7.55228], [17.66154, 13.81768, 8.63290], [18.62164, 12.78144, 8.77530], [18.46052, 11.78761, 9.72004], [17.45239, 11.91869, 10.69016], [17.60863, 11.19493, 11.86862], [18.87480, 10.74313, 12.27411], [20.01458, 11.57241, 12.11996], [21.30382, 11.10124, 12.26627], [21.54192, 9.76538, 12.71174], [22.85379, 9.16537, 13.04184], [20.44680, 8.93975, 12.92322], [19.09515, 9.42505, 12.75920], [17.91924, 8.49351, 13.09881], [16.68356, 9.15968, 13.23629], [18.21538, 7.70647, 14.35380], [17.09316, 7.06251, 14.78252], [19.15125, 6.70234, 14.20651], [18.73322, 8.47326, 15.34912], [17.86172, 7.44888, 11.90932], [19.07111, 6.84017, 11.63219], [17.44412, 8.07713, 10.74395], [16.95685, 6.49039, 12.20280], [16.36858, 12.84943, 10.44086], [16.51954, 13.83214, 9.45047], [15.04950, 12.98509, 11.30508], [15.01804, 12.20688, 12.40856], [13.85969, 12.69158, 10.30887], [14.05095, 11.46658, 9.68561], [12.63991, 12.72739, 10.94521], [13.77830, 13.66441, 9.32240], [14.98847, 14.49207, 11.82347], [14.71420, 15.46921, 10.90861], [13.99650, 14.54230, 12.76912], [16.19764, 14.83998, 12.42187], [18.39395, 14.45574, 6.73149], [18.02919, 15.84215, 7.83876], [16.72170, 14.87467, 7.16625], [19.46963, 12.76931, 8.13218], [19.12880, 10.90300, 9.77954], [19.82099, 12.61091, 11.86546], [22.07477, 11.82700, 12.06689], [23.42278, 9.76422, 13.81858], [23.53627, 8.97780, 12.18884], [22.63663, 8.19441, 13.53576], [20.65076, 7.92370, 13.28178], [15.79625, 14.65812, 9.37364], [11.24678, 9.50625, 11.58573], [13.00952, 9.07265, 12.37954], [13.80295, 7.89555, 11.02218], [12.54083, 7.63178, 13.68624], [12.01987, 7.98720, 15.13620], [11.89192, 6.64632, 15.93161], [13.03818, 8.85970, 15.89268], [14.13492, 10.39920, 15.13258], [14.99866, 10.84332, 16.88676], [12.60792, 11.74479, 15.28234], [10.63030, 8.62387, 15.06301], [9.48352, 9.15429, 16.73857], [7.97408, 10.08282, 15.85530], [8.52895, 7.46249, 17.19238], [10.82744, 8.70554, 10.96152], [11.49459, 10.35336, 10.93914], [10.49616, 9.85198, 12.31059], [14.02384, 8.52634, 10.15864], [13.09443, 7.07629, 10.79392], [14.77148, 7.44658, 11.40380], [13.50767, 7.08188, 13.65541], [11.81362, 6.97615, 13.12460], [12.89706, 6.13042, 15.99227], [11.22289, 5.94248, 15.49864], [11.50520, 6.79363, 16.97822], [13.85513, 8.24771, 16.29108], [12.50184, 9.27952, 16.75039], [14.22697, 10.70296, 17.67728], [15.39724, 11.86863, 16.82115], [15.77413, 10.14318, 17.00155], [11.77080, 11.54527, 14.57046], [13.10844, 12.65902, 14.97099], [12.21019, 11.77274, 16.32482], [9.93051, 7.88631, 14.56838], [10.49810, 9.56699, 14.48250], [8.16510, 11.15254, 15.90515], [7.06449, 9.80992, 16.41422], [7.85864, 9.69427, 14.84861], [8.95323, 6.92494, 18.05205], [8.49989, 6.83973, 16.29052], [7.43706, 7.70002, 17.45945], [15.27069, 16.28164, 16.22896], [16.45567, 16.95078, 17.94743], [15.80034, 16.79940, 19.20221], [16.47680, 17.28200, 20.31831], [17.70384, 17.92516, 20.19334], [18.35165, 18.03618, 18.96599], [17.73837, 17.50955, 17.81771], [13.53422, 17.53695, 16.17732], [12.90393, 17.92652, 17.33276], [11.63512, 18.48493, 17.28873], [11.01854, 18.65763, 16.06992], [11.61715, 18.17025, 14.93955], [12.85465, 17.54591, 14.94810], [14.78815, 16.31096, 19.29657], [15.98611, 17.27587, 21.27013], [18.14520, 18.40729, 21.04531], [19.36105, 18.41456, 18.90051], [18.18074, 17.58461, 16.86998], [13.41597, 17.86917, 18.29182], [11.17995, 18.77163, 18.24581], [10.03281, 19.12818, 15.98153], [11.03189, 18.29173, 14.01090], [13.37625, 17.18169, 14.10614], [18.58346, 13.90937, 15.78696], [17.73073, 12.94004, 15.18379], [17.06332, 12.20858, 14.58786], [19.31045, 13.44229, 16.50367], [17.94529, 14.67611, 16.20133], [19.16964, 14.39777, 14.99730]],
  "forces_ev_per_a": [[-1.9, 0.0, 1.5], [0.2, -0.5, -1.2], [0.3, -0.5, 0.8], [-1.5, 0.5, 0.1], [0.1, 0.1, -0.4], [-0.3, 0.1, 1.0], [0.8, 0.6, -1.2], [0.0, -0.8, -0.8], [0.0, -0.4, 0.2], [-0.6, -0.6, 0.6], [-1.0, 0.6, -0.6], [1.5, -0.2, 1.1], [-1.3, 1.3, 0.1], [1.2, 0.0, 0.2], [-0.6, 1.3, -1.9], [2.0, -3.2, 0.3], [0.3, -1.3, 1.4], [0.9, 0.8, 0.2], [-0.7, 0.4, 0.0], [-1.0, -0.3, -0.4], [-0.4, 0.7, -0.6], [-1.6, 0.5, 0.1], [0.7, -1.0, 1.5], [0.5, 0.0, -0.6], [0.0, 0.5, 0.4], [1.2, -0.9, 0.0], [1.8, -0.2, -0.1], [-1.2, 0.9, -1.2], [-0.1, 0.4, 0.0], [-0.8, 1.8, 1.0], [1.2, -0.6, -0.9], [-0.3, -1.5, 0.7], [0.0, -0.4, 0.5], [0.1, -0.4, 1.0], [1.0, 0.7, -0.6], [-1.9, -0.4, -0.6], [-0.4, 0.5, 0.5], [0.2, 0.0, 0.2], [0.0, 0.4, -0.4], [0.5, -0.1, -0.6], [-0.4, 1.0, 0.0], [0.2, -0.2, -0.2], [0.6, -0.1, 0.2], [-0.5, -0.5, -0.9], [-0.4, 0.2, 0.3], [0.4, 0.5, -0.4], [-0.3, 0.6, -0.2], [0.6, -0.8, -0.3], [0.1, -0.1, -0.5], [-0.2, 0.4, 0.7], [0.3, -0.8, 0.5], [-0.5, -0.5, -0.8], [0.8, -0.5, -0.5], [1.3, 0.4, 1.1], [0.6, 0.3, 0.2], [-1.4, 0.5, 0.7], [-2.0, 0.6, -0.4], [0.3, -0.6, -0.2], [-2.6, 0.0, -0.3], [1.1, -0.3, 0.3], [0.1, -0.8, 0.3], [-1.5, 0.3, -0.1], [0.0, 0.1, 0.2], [-0.3, -0.1, 0.0], [0.4, -0.2, -0.1], [-0.1, -0.3, 0.0], [0.4, 0.4, -0.2], [-1.2, 0.7, -0.3], [-0.5, 0.1, 0.7], [0.5, 0.4, 0.8], [-1.0, 0.7, 0.0], [-0.7, -0.5, -0.8], [0.5, 0.2, -0.8], [-0.2, -0.3, 0.0], [0.2, 0.1, 0.1], [0.7, 0.4, -0.3], [-0.3, -0.4, 0.2], [1.2, -0.8, 0.3], [0.8, 0.0, 0.5], [-0.3, 0.4, 0.2], [0.4, 0.1, -0.8], [0.7, 0.6, 0.2], [0.7, -0.6, 0.3], [-0.1, -0.1, -0.2], [0.4, 0.3, -0.1], [-0.1, 0.3, -0.3], [0.1, 0.2, -0.5], [0.0, -0.2, 0.3], [1.6, -0.2, -0.3], [0.7, 0.2, 0.1], [-1.5, -0.3, -0.1], [0.5, -0.1, -0.6], [-0.3, 0.5, -0.4], [0.1, 0.1, -0.4], [-0.4, -1.0, -0.3], [-1.4, 0.0, 1.9], [0.3, -1.3, -0.4], [0.0, 0.6, 0.7], [0.2, 0.3, 0.9], [-0.9, 0.2, 0.5], [-0.5, -0.2, -1.9], [0.2, 1.1, 1.8], [1.4, 0.6, -0.2], [-0.1, -0.2, 0.5], [0.2, -0.1, 0.4], [0.0, 0.3, 0.0], [0.6, 0.1, -1.1], [-0.1, -0.1, -0.2], [0.0, 0.0, -0.6], [0.4, -0.2, 0.2], [0.6, -0.2, 0.3], [0.1, -0.4, -1.1], [1.3, 0.2, 0.3], [-0.6, -0.9, -0.8], [0.4, 0.4, 0.4], [-0.9, 0.6, -0.4], [0.1, 0.3, 0.7], [-0.1, -0.2, 0.1]],
  "mulliken_charge": [-0.281, -1.502, 0.423, -1.080, -0.286, 0.104, 1.334, -0.351, 0.070, -1.082, 1.007, -1.472, -1.072, -1.136, 1.811, -0.477, 0.322, -0.202, -0.293, -0.242, 0.363, -0.274, -0.187, -0.275, -1.022, -0.661, 1.241, -0.222, 0.778, -0.273, -0.257, -0.268, 0.554, -0.291, -0.208, -0.248, 0.350, 0.258, 0.373, 0.413, 0.533, 0.634, 0.392, 0.280, 0.277, 0.336, 0.242, 0.420, -1.150, 0.976, -1.026, -2.042, 3.361, -2.106, -2.081, 0.696, -1.389, -1.084, -1.584, 0.347, -1.161, -1.101, 0.370, 0.261, 0.292, 0.341, 0.462, 0.037, 0.425, 0.395, 0.404, 0.476, 0.330, 0.560, 0.520, 0.439, 0.270, 0.371, 0.221, 0.340, 0.362, 0.608, -0.116, 0.296, 0.387, 0.374, 0.311, 0.320, 0.352, 0.469, -0.102, -0.309, -0.603, -0.395, -0.527, -0.328, 0.336, -0.132, -0.539, -0.452, -0.504, -0.754, 0.396, 0.360, 0.369, 0.359, 0.517, 0.281, 0.344, 0.332, 0.315, 0.607, -0.916, 0.649, -0.183, 0.343, -0.127, 0.276],
  "de_lowest_kcal_mol": 34.5,
  "spin_multiplicity": 4,
  "gap_ev": [4.7, 5.7],
  "total_charge": -1,
  "e_lumo_ev": [1.853, 1.851],
  "homo_ev": [-2.838, -3.876],
  "s2": 3.767,
  "max_force_ev_per_a": 3.79
}

---

No. 2
{
  "formula": "C45H52MnN4P2S2",
  "method": "the ωB97M-V functional and the def2-TZVPD basis",
  "elements": ["Mn", "N", "P", "C", "C", "C", "C", "C", "C", "C", "C", "C", "C", "C", "C", "P", "C", "C", "C", "C", "C", "C", "C", "C", "C", "C", "C", "C", "H", "H", "H", "H", "H", "H", "H", "H", "H", "H", "H", "H", "H", "H", "H", "H", "H", "H", "H", "H", "H", "C", "C", "C", "C", "N", "C", "S", "N", "C", "C", "C", "C", "H", "H", "H", "H", "H", "H", "H", "H", "H", "H", "H", "H", "H", "H", "H", "H", "H", "H", "H", "H", "N", "S", "C", "C", "C", "C", "C", "C", "C", "C", "C", "C", "C", "C", "H", "H", "H", "H", "H", "H", "H", "H", "H", "H", "H"],
  "coordinates": [[-0.02639, 0.56230, 0.11479], [-1.28038, 1.72262, 2.60611], [-0.68748, 2.62476, 1.31000], [0.09894, 4.04162, 2.03578], [0.14468, 5.23281, 1.30280], [0.66782, 6.37420, 1.88453], [1.14761, 6.32660, 3.18860], [1.12088, 5.14080, 3.91041], [0.60974, 3.99016, 3.33508], [-2.00504, 3.16537, 0.22430], [-3.08231, 3.89825, 0.73288], [-4.12399, 4.25115, -0.10469], [-4.08898, 3.89665, -1.45095], [-3.01797, 3.18148, -1.96358], [-1.97611, 2.81299, -1.12275], [-1.47872, 0.13184, 2.05117], [-3.18341, -0.09924, 1.57926], [-4.15485, -0.09958, 2.58723], [-5.49600, -0.12023, 2.24970], [-5.87522, -0.14239, 0.91176], [-4.91499, -0.14482, -0.09032], [-3.56939, -0.12488, 0.24172], [-1.08005, -0.93281, 3.41741], [-1.69178, -2.18937, 3.49237], [-1.44283, -3.00434, 4.58371], [-0.58193, -2.57499, 5.58701], [0.05236, -1.34251, 5.49543], [-0.18482, -0.52082, 4.40667], [-1.89230, 2.12870, 3.31176], [-0.26417, 5.27366, 0.30118], [0.69258, 7.30257, 1.33104], [1.54364, 7.22307, 3.64635], [1.50226, 5.11422, 4.92163], [0.61148, 3.06313, 3.89285], [-3.11000, 4.19100, 1.77606], [-4.96288, 4.81221, 0.28368], [-4.90021, 4.19154, -2.10248], [-2.98297, 2.92281, -3.01288], [-1.12285, 2.28447, -1.55200], [-3.86954, -0.08881, 3.63326], [-6.24735, -0.12484, 3.02710], [-6.92475, -0.16419, 0.65234], [-5.21373, -0.16600, -1.12926], [-2.83171, -0.14487, -0.55527], [-2.37637, -2.51594, 2.71868], [-1.92503, -3.96922, 4.65888], [-0.40549, -3.20574, 6.44777], [0.73110, -1.02412, 6.27427], [0.31652, 0.43558, 4.33476], [-1.03144, -6.82023, -1.62398], [-2.30610, -6.07194, -1.99284], [-2.22260, -4.55491, -1.83920], [-2.00370, -4.07142, -0.40785], [-0.59377, -4.10155, 0.01125], [0.26270, -3.10158, -0.01678], [-0.22097, -1.57964, -0.73227], [1.50357, -3.23983, 0.42206], [2.07979, -4.47980, 0.96327], [2.45802, -5.50641, -0.10237], [3.70840, -5.16476, -0.91142], [3.55847, -3.99872, -1.88176], [-1.09442, -7.86718, -1.91496], [-0.84450, -6.82497, -0.54478], [-0.16094, -6.39498, -2.12927], [-3.13824, -6.44468, -1.38975], [-2.56191, -6.29490, -3.02940], [-3.15584, -4.11097, -2.19162], [-1.42575, -4.14947, -2.47086], [-2.54417, -4.69672, 0.30518], [-2.34998, -3.04727, -0.27670], [-0.21962, -5.00887, 0.25681], [2.09184, -2.42836, 0.33667], [1.36931, -4.88759, 1.68801], [2.95977, -4.17963, 1.53149], [1.61612, -5.66785, -0.78318], [2.61627, -6.45371, 0.41725], [3.98567, -6.05428, -1.47857], [4.53890, -4.97710, -0.22544], [2.68596, -4.12815, -2.52579], [4.43226, -3.92445, -2.52709], [3.45951, -3.03498, -1.37566], [1.46619, 1.14542, -1.00783], [2.22168, 2.58474, -1.17210], [1.61633, 3.35700, -2.64286], [0.99180, 4.58710, -2.49372], [0.47101, 5.21833, -3.61604], [0.57744, 4.61118, -4.85747], [1.21009, 3.37725, -4.99542], [1.74052, 2.74362, -3.88827], [3.89724, 2.16998, -1.62534], [4.43345, 0.94281, -1.26495], [5.75558, 0.67347, -1.59156], [6.52080, 1.62336, -2.24920], [5.97519, 2.85718, -2.57955], [4.65669, 3.14222, -2.26782], [1.67653, 0.51641, -1.78275], [0.93882, 5.05625, -1.52029], [-0.00186, 6.18623, -3.52323], [0.18008, 5.10670, -5.73272], [1.30270, 2.92526, -5.97337], [2.25970, 1.79850, -3.99310], [3.84090, 0.21555, -0.72710], [6.18992, -0.27860, -1.31956], [7.54955, 1.40663, -2.50039], [6.57712, 3.60095, -3.08256], [4.23230, 4.10254, -2.52937]],
  "forces_ev_per_a": [[0.5, 0.0, 0.6], [-0.1, 0.1, 0.2], [-0.1, -0.3, -0.1], [0.1, 0.1, -0.1], [0.0, 0.0, 0.1], [0.0, -0.1, 0.0], [0.0, 0.1, 0.0], [0.0, 0.0, 0.0], [0.1, 0.0, 0.0], [0.0, 0.2, 0.1], [0.0, -0.1, 0.0], [0.0, 0.0, 0.0], [0.0, 0.0, 0.0], [0.0, 0.0, 0.0], [0.1, -0.1, -0.1], [0.0, 0.4, -0.3], [-0.1, -0.1, 0.1], [0.0, 0.0, 0.0], [0.0, 0.0, 0.0], [0.0, 0.0, 0.0], [0.0, 0.0, 0.0], [0.1, 0.0, -0.1], [0.0, -0.2, -0.1], [0.0, 0.0, 0.0], [0.0, 0.0, -0.1], [0.0, 0.0, 0.0], [0.0, 0.0, 0.0], [0.0, 0.0, 0.0], [0.1, 0.0, 0.0], [-0.1, 0.0, 0.0], [0.0, 0.0, 0.0], [0.0, 0.0, 0.0], [0.0, 0.0, 0.0], [-0.1, 0.0, 0.0], [0.0, 0.0, 0.0], [0.0, 0.0, 0.0], [0.0, 0.0, 0.0], [0.0, 0.0, 0.0], [0.0, 0.0, 0.1], [0.0, 0.0, 0.0], [0.0, 0.0, 0.0], [0.0, 0.0, 0.0], [0.0, 0.0, 0.0], [0.0, 0.0, 0.1], [0.0, 0.0, 0.0], [0.0, 0.0, 0.0], [0.0, 0.0, 0.0], [0.0, 0.0, 0.0], [-0.1, 0.0, 0.0], [0.0, 0.0, 0.0], [0.0, 0.0, 0.0], [0.0, 0.0, 0.0], [0.0, 0.0, 0.1], [0.2, 0.0, 0.0], [0.1, 0.2, 0.4], [-0.2, -0.1, -0.7], [-0.1, 0.1, 0.1], [0.0, 0.1, 0.0], [0.0, 0.0, 0.0], [0.0, 0.0, 0.0], [0.0, 0.0, 0.0], [0.0, 0.0, 0.0], [0.0, 0.0, 0.0], [0.0, 0.0, 0.0], [0.0, 0.0, 0.0], [0.0, 0.0, 0.0], [0.0, 0.0, 0.0], [0.0, 0.0, 0.0], [0.0, 0.0, 0.0], [0.0, 0.0, 0.0], [0.0, 0.0, 0.0], [0.0, -0.1, -0.1], [0.0, 0.0, 0.0], [0.0, 0.0, 0.0], [0.0, 0.0, 0.0], [0.0, 0.0, 0.0], [0.0, 0.0, 0.0], [0.0, 0.0, 0.0], [0.0, 0.0, 0.0], [0.0, 0.0, 0.0], [0.0, 0.0, 0.0], [-0.1, -0.2, -0.1], [0.0, 0.1, 0.1], [0.0, -0.1, -0.1], [0.0, 0.0, 0.0], [0.0, 0.0, 0.0], [0.0, 0.0, 0.0], [0.0, 0.0, 0.0], [0.0, 0.0, 0.1], [0.0, 0.0, 0.0], [0.0, 0.0, 0.0], [0.0, 0.0, 0.0], [0.0, 0.0, 0.0], [0.0, 0.0, 0.0], [0.0, 0.0, 0.0], [0.0, 0.0, 0.0], [0.0, 0.0, 0.0], [0.0, 0.0, 0.0], [0.0, 0.0, 0.0], [0.0, 0.0, 0.0], [0.0, 0.0, 0.0], [0.0, 0.0, 0.0], [0.0, 0.0, 0.0], [0.0, 0.0, 0.0], [0.0, 0.0, 0.0], [0.0, 0.0, 0.0]],
  "mulliken_charge": [-0.365, 0.182, 0.609, 0.620, -0.547, -0.826, -0.576, -0.747, -0.443, 0.830, -0.460, -0.882, -0.558, -1.088, -0.096, 0.747, 1.062, -0.543, -0.856, -0.686, -1.083, 0.066, 0.757, -0.538, -0.762, -0.609, -0.672, -0.549, 0.422, 0.476, 0.478, 0.433, 0.473, 0.313, 0.511, 0.483, 0.477, 0.592, 0.399, 0.499, 0.484, 0.469, 0.531, 0.322, 0.500, 0.484, 0.455, 0.464, 0.310, -0.965, -0.637, -0.534, -0.370, -0.202, 0.728, -0.275, 0.150, -1.315, 0.220, -0.681, -0.774, 0.432, 0.310, 0.157, 0.312, 0.375, 0.444, 0.211, 0.530, -0.120, 0.150, 0.130, 0.389, 0.553, -0.262, 0.437, 0.359, 0.342, 0.229, 0.423, 0.008, -0.096, 0.648, 0.471, -0.238, -0.701, -0.551, -0.784, -0.381, 0.344, -0.390, -0.582, -0.566, -0.724, -0.598, 0.270, 0.473, 0.490, 0.466, 0.458, 0.447, 0.484, 0.438, 0.425, 0.431, 0.448],
  "de_lowest_kcal_mol": 0.0,
  "spin_multiplicity": 5,
  "gap_ev": [6.2, 7.7],
  "total_charge": 3,
  "e_lumo_ev": [-9.923, -8.415],
  "homo_ev": [-16.102, -16.104],
  "s2": 6.249,
  "max_force_ev_per_a": 0.75
}